No. 1
Computed, not measured: the molecule C3H8N2O at a distorted geometry, with wB97M-V/def2-TZVPD.

Summary:
E_tot, eV: -8267.2533
Total charge: 0
SMILES string: CNCC(N)=O
LUMO energy, eV: 0.8

Element x y z (Å)
C (-1.5413, 0.1274, 1.1023)
N (-1.0545, 0.3651, -0.3799)
C (-0.0292, -0.5139, -0.8638)
C (1.4538, -0.6058, -0.1716)
N (2.0178, 0.7393, -0.2022)
O (2.1151, -1.5980, 0.0198)
H (-2.5793, -0.3424, 1.0470)
H (-0.8132, -0.6284, 1.5982)
H (-1.5995, 1.1117, 1.6032)
H (-1.7329, 0.6202, -1.0755)
H (-0.3624, -1.5453, -0.7606)
H (0.2073, -0.3155, -1.9961)
H (1.4639, 1.4880, -0.5999)
H (2.4544, 1.0976, 0.6790)



No. 2
Computed, not measured: a structure of composition C3H8N2O2 at a distorted geometry, with wB97M-V/def2-TZVPD.

Summary:
E_tot, eV: -10311.8019
Total charge: 0
LUMO energy (alpha / beta), eV: -0.7 / -1.1

Element x y z (Å)
C (1.6242, -0.2524, 0.7110)
C (0.2312, 0.2672, 0.8628)
O (-0.3580, -0.2468, 1.9801)
O (0.0180, 1.5662, 0.5949)
H (-1.1445, 0.2967, 2.1499)
H (1.9316, -0.2184, -0.3322)
H (2.2615, 0.4335, 1.2813)
H (1.7240, -1.2647, 1.1009)
N (-0.2218, -0.4858, -1.8052)
C (-0.9417, -0.3965, -0.5855)
N (-1.6553, 0.6970, -0.2108)
H (-0.7424, -0.9122, -2.5625)
H (0.1788, 0.4011, -2.0871)
H (-1.5894, 1.4608, -0.8841)
H (-1.3161, -1.3460, -0.2135)



No. 3
Computed, not measured: the molecule C3H8N2O2 at a distorted geometry, with wB97M-V/def2-TZVPD.

Summary:
E_tot, eV: -10314.7282
Total charge: 0
SMILES string: N/C(O)=C(\N)CO
LUMO energy, eV: 0.7

Element x y z (Å)
N (-1.7174, -1.4896, -0.0946)
C (-1.0900, -0.2407, -0.1115)
O (-1.9220, 0.7945, -0.4105)
C (0.2150, -0.0703, 0.1913)
N (1.1489, -1.1360, 0.0957)
C (0.8093, 1.2986, 0.3067)
O (2.1733, 1.3464, 0.0432)
H (-1.2633, -2.2146, -0.6334)
H (-2.7160, -1.3951, -0.2223)
H (-1.3930, 1.6630, -0.3706)
H (0.7001, -2.0406, 0.1717)
H (1.8762, -1.0500, 0.7970)
H (0.6582, 1.7395, 1.2976)
H (0.1700, 2.0438, -0.3618)
H (2.3506, 0.7511, -0.6986)



No. 4
Computed, not measured: a cluster of 2 separate species, C3H8N2O2 in total at a distorted geometry, with wB97M-V/def2-TZVPD.

Summary:
E_tot, eV: -10314.9525
Total charge: 0
SMILES string: [H]/N=C/CC(N)=O.O
LUMO energy, eV: 0.5

Element x y z (Å)
H (-3.1622, 0.2667, 1.2005)
N (-2.1633, 0.0702, 1.1154)
C (-1.7275, -0.0033, -0.0610)
C (-0.2401, -0.6689, -0.4395)
C (0.3528, 0.5995, 0.0872)
N (0.4988, 0.6700, 1.4501)
O (0.9930, 1.3305, -0.6865)
H (-2.3388, 0.1270, -0.9635)
H (-0.2558, -0.7247, -1.5257)
H (-0.0253, -1.5528, 0.1640)
H (-0.3026, 0.3366, 1.9742)
H (0.8883, 1.5391, 1.7803)
O (2.2647, -0.9890, -1.4075)
H (1.9967, -0.0460, -1.3757)
H (3.2214, -0.9549, -1.3124)



No. 5
Computed, not measured: a cluster of 2 separate species, C3H8N2O2 in total, with wB97M-V/def2-TZVPD.

Summary:
E_tot, eV: -10316.3531
Total charge: 0
LUMO energy, eV: 0.6

Element x y z (Å)
C (0.5971, 0.9497, -1.9260)
N (0.0388, -1.7923, 0.3942)
C (0.3082, -1.0856, -0.6790)
N (0.2217, 0.2077, -0.7333)
H (-0.1527, 1.7164, -2.1153)
H (0.6155, 0.2902, -2.7906)
H (1.5575, 1.4404, -1.7886)
H (-0.3992, -1.3027, 1.2474)
H (0.0273, -2.7926, 0.3029)
H (0.6399, -1.6100, -1.5725)
H (-0.0316, 0.7527, 0.1623)
O (-1.0134, -0.4322, 2.3719)
C (-0.8598, 0.8063, 2.3789)
O (-0.2866, 1.4977, 1.4985)
H (-1.2627, 1.3543, 3.2492)



No. 6
Computed, not measured: the molecule C3H8N2O2 at a distorted geometry, with wB97M-V/def2-TZVPD.

Summary:
E_tot, eV: -10315.2087
Total charge: 0
SMILES string: NC(=O)NCCO
LUMO energy, eV: 0.7

Element x y z (Å)
N (0.6976, 1.6378, -1.6236)
C (1.1191, 1.6714, -0.2120)
O (1.8968, 2.4408, 0.3038)
N (0.4729, 0.6485, 0.5518)
C (-0.0582, -0.5562, 0.0340)
C (-1.1487, -1.1842, 0.9685)
O (-1.5449, -2.4793, 0.3905)
H (0.6753, 0.7091, -2.1025)
H (1.1421, 2.4789, -1.9812)
H (0.1488, 1.1732, 1.3531)
H (-0.4978, -0.6057, -0.9914)
H (0.7938, -1.2357, -0.0200)
H (-2.0749, -0.5875, 0.8298)
H (-0.9078, -1.1052, 2.0636)
H (-0.7141, -3.0060, 0.4356)



No. 7
Computed, not measured: the molecule C3H8N2O2 at a distorted geometry, with wB97M-V/def2-TZVPD.

Summary:
E_tot, eV: -10314.8235
Total charge: 0
SMILES string: NC(=O)NCCO
LUMO energy, eV: 0.6

Element x y z (Å)
N (-1.8891, -1.6619, -0.5249)
C (-1.5134, -0.4235, 0.1023)
O (-2.4103, 0.4914, 0.1893)
N (-0.3131, -0.2840, 0.6254)
C (1.0367, -0.2865, 0.0940)
C (1.6932, 1.1832, 0.0836)
O (2.8724, 0.9980, -0.6373)
H (-1.3738, -2.4651, -0.1456)
H (-2.8395, -1.7047, -0.2933)
H (-0.4003, -0.3175, 1.6669)
H (1.7526, -0.9312, 0.6045)
H (1.0806, -0.7619, -0.9092)
H (1.7524, 1.4401, 1.1775)
H (1.0468, 1.8643, -0.5030)
H (3.4005, 1.7436, -0.3964)



No. 8
Computed, not measured: a cluster of 2 separate species, C3H8N2O2 in total at a distorted geometry, with wB97M-V/def2-TZVPD.

Summary:
2S+1: 2
Expectation value of S²: 0.7601
E_tot, eV: -10306.4480
Total charge: +1
LUMO energy (alpha / beta), eV: -3.6 / -9.5

Element x y z (Å)
O (0.7693, 1.7305, -0.3425)
C (1.3351, 1.5120, 0.7496)
O (1.1991, 0.5260, 1.5768)
H (2.2435, 2.1827, 0.9414)
C (-1.5673, -0.2347, -1.9997)
N (-0.0775, -1.5756, 1.0699)
C (-0.7398, -1.4618, -0.0714)
N (-0.7957, -0.3448, -0.7772)
H (-2.1767, 0.6549, -1.9376)
H (-2.1653, -1.2127, -2.0916)
H (-0.8578, -0.1392, -2.8235)
H (0.4978, -0.6047, 1.3995)
H (0.1181, -2.4846, 1.4311)
H (-1.2259, -2.3715, -0.4592)
H (-0.2362, 0.4731, -0.4532)



No. 9
Computed, not measured: a cluster of 2 separate species, C3H8N2O3PS in total at a distorted geometry, with wB97M-V/def2-TZVPD.

Summary:
E_tot, eV: -32491.9425
Total charge: -1
LUMO energy, eV: 3.3

Element x y z (Å)
C (-1.6989, 0.1871, -0.1134)
C (-2.1591, -2.2400, -0.7299)
C (-1.3043, -1.2591, -0.4017)
N (-2.8666, 0.5901, -0.3264)
N (-0.6539, 0.9123, 0.3288)
O (4.2903, -0.6954, -0.8219)
O (4.5219, 1.5904, 0.4084)
O (2.6002, 1.2216, -1.2176)
P (3.5838, 0.5376, -0.0419)
S (2.3789, -0.5267, 1.2744)
H (-3.1845, -1.9038, -0.8202)
H (-1.7845, -3.1936, -0.8533)
H (3.5734, -1.3513, -0.9666)
H (-0.2366, -1.4821, -0.2808)
H (1.7458, 0.8266, -1.0111)
H (-2.9121, 1.6397, -0.0579)
H (0.2630, 0.4678, 0.7688)
H (-0.8735, 1.6663, 0.8854)



No. 10
Computed, not measured: the molecule C3H8N2OS at a distorted geometry, with wB97M-V/def2-TZVPD.

Summary:
E_tot, eV: -19101.1591
Total charge: 0
SMILES string: [H]/N=C\NOCCS
LUMO energy, eV: 0.6

Element x y z (Å)
H (-1.2502, -0.4479, 2.1520)
N (-1.0504, 0.3730, 2.7661)
C (-0.0044, 0.8465, 2.2310)
N (0.6076, 0.4147, 1.0743)
O (-0.0100, -0.6909, 0.4833)
C (-0.8064, -0.3156, -0.6271)
C (-0.0658, -0.3994, -1.9684)
S (1.5115, 0.5401, -2.0877)
H (0.5568, 1.6080, 2.8082)
H (1.5890, 0.2789, 0.8935)
H (-1.6392, -1.0575, -0.6271)
H (-1.1561, 0.7144, -0.4388)
H (-0.7162, 0.0758, -2.7549)
H (0.1623, -1.4684, -2.2305)
H (2.2715, -0.4717, -1.6741)



No. 11
Computed, not measured: the molecule C3H8N2OS at a distorted geometry, with wB97M-V/def2-TZVPD.

Summary:
E_tot, eV: -19101.7671
Total charge: 0
SMILES string: [H]/N=C(/NO)[C@@H](C)S
LUMO energy, eV: 0.7

Element x y z (Å)
H (0.1053, -0.5531, -2.1214)
N (-0.5531, -1.0205, -1.5645)
C (-0.4369, -0.6970, -0.3335)
N (-1.2406, -1.3947, 0.6394)
O (-0.7469, -1.5126, 1.9253)
C (0.3966, 0.4224, 0.2470)
C (1.4001, 1.0286, -0.7349)
S (-0.5677, 1.7502, 1.0620)
H (-1.3720, -2.2998, 0.1838)
H (-1.3840, -1.0155, 2.4881)
H (0.8903, -0.0871, 1.0614)
H (2.1171, 0.3121, -1.1255)
H (0.7968, 1.4731, -1.5419)
H (2.0271, 1.7701, -0.2464)
H (-1.4318, 1.8236, 0.0612)



No. 12
Computed, not measured: a cluster of 2 separate species, C3H8N2OS in total at a distorted geometry, with wB97M-V/def2-TZVPD.

Summary:
E_tot, eV: -19098.0110
Total charge: 0
LUMO energy, eV: 0.3

Element x y z (Å)
C (-0.5978, -1.5640, -0.8653)
C (-0.0089, 0.3910, -0.0794)
C (0.8754, -0.2614, 0.9125)
H (-0.8752, -1.8583, 0.2841)
H (0.4500, -2.2552, -1.2291)
H (-1.2943, -2.1135, -1.4739)
H (1.6013, -0.7367, 0.3879)
H (0.3041, -0.9355, 1.5761)
H (1.9990, 1.5254, 1.4173)
H (-0.3498, 2.0243, 1.0694)
H (-1.7576, 0.8019, -1.8261)
N (-0.4163, -0.1323, -1.1510)
N (-0.1109, 1.8552, 0.0428)
O (1.4132, 0.6437, 1.7821)
S (-1.2322, 2.6153, -0.8474)



No. 13
Computed, not measured: the molecule C3H8N2S at a distorted geometry, with wB97M-V/def2-TZVPD.

Summary:
E_tot, eV: -17054.7427
Total charge: 0
SMILES string: C[C@H](S)/C=N/N
LUMO energy, eV: 1.0

Element x y z (Å)
C (0.5140, 1.7123, -0.1204)
C (0.6027, 0.2890, 0.4946)
S (2.0033, -0.7059, -0.1565)
C (-0.7280, -0.3271, 0.5396)
N (-1.6375, 0.1898, -0.1877)
N (-2.8048, -0.5161, -0.3059)
H (0.0157, 2.3546, 0.6320)
H (-0.0893, 1.7244, -1.0487)
H (1.4609, 2.1803, -0.3248)
H (0.9666, 0.3839, 1.5812)
H (1.7631, -0.6651, -1.4873)
H (-0.9004, -1.1984, 1.1639)
H (-2.9177, -1.3515, 0.2429)
H (-3.5876, 0.1049, -0.2837)



No. 14
Computed, not measured: a structure of composition C3H8N2S at a distorted geometry, with wB97M-V/def2-TZVPD.

Summary:
E_tot, eV: -17051.9034
Total charge: 0
LUMO energy (alpha / beta), eV: 0.7 / 0.7

Element x y z (Å)
C (0.1343, -0.1021, 0.0719)
C (-0.4809, 1.3450, -0.0120)
C (1.7139, 0.0268, 0.0068)
N (-1.1890, -2.0391, -1.2555)
N (-1.3803, -0.9495, -0.8384)
S (-0.2123, -0.9312, 1.5199)
H (0.2461, 1.9711, 0.6942)
H (-0.4640, 1.8517, -0.9097)
H (-1.4885, 1.3517, 0.2754)
H (2.1772, -0.9906, -0.2532)
H (1.9733, 0.6439, -0.8288)
H (2.1171, 0.5243, 0.7958)
H (-1.1499, -0.0564, 1.9801)
H (-1.9968, -2.6456, -1.2466)



No. 15
Computed, not measured: the molecule C3H8N2S at a distorted geometry, with wB97M-V/def2-TZVPD.

Summary:
E_tot, eV: -17051.5947
Total charge: 0
SMILES string: CN/N=C\CS
LUMO energy, eV: 0.9

Element x y z (Å)
C (-0.2697, -1.5623, -0.7742)
N (1.0505, -0.7385, -0.7801)
N (0.6656, 0.6231, -1.1214)
C (0.2965, 1.3221, -0.1879)
C (0.3149, 0.9475, 1.2621)
S (-1.3553, 0.9388, 1.6272)
H (-1.2121, -0.7236, -1.1486)
H (-0.8075, -1.6867, 0.3273)
H (-0.3867, -2.7144, -1.3484)
H (1.6472, -0.9024, -1.5191)
H (0.1693, 2.3303, -0.3667)
H (0.7681, 0.0473, 1.5627)
H (0.7286, 1.9815, 1.8172)
H (-1.6096, 0.1373, 0.6500)



No. 16
Computed, not measured: the molecule C3H8N2S at a distorted geometry, with wB97M-V/def2-TZVPD.

Summary:
E_tot, eV: -17054.7468
Total charge: 0
SMILES string: NCC/C=N\S
LUMO energy, eV: 0.8

Element x y z (Å)
N (0.8106, -1.1912, 2.8073)
C (0.8547, -0.9534, 1.3441)
C (-0.5677, -0.5944, 0.8170)
C (-0.5065, -0.7945, -0.6944)
N (-0.3871, -0.0663, -1.7043)
S (-0.2030, 1.7107, -1.4690)
H (1.7206, -1.1318, 3.1308)
H (0.3005, -0.3786, 3.2358)
H (1.1423, -1.9234, 0.8931)
H (1.5506, -0.0961, 1.1510)
H (-1.1511, -1.4069, 1.2334)
H (-0.9559, 0.3984, 1.1184)
H (-0.5449, -1.8706, -1.0174)
H (-0.4625, 1.8941, -2.7614)



No. 17
Computed, not measured: a cluster of 2 separate species, C3H8N2S in total at a distorted geometry, with wB97M-V/def2-TZVPD.

Summary:
2S+1: 3
Expectation value of S²: 2.0056
E_tot, eV: -17049.3306
Total charge: 0
LUMO energy (alpha / beta), eV: 0.9 / -1.7

Element x y z (Å)
C (-2.8007, -1.0384, 0.7510)
C (0.1392, 0.4358, -1.4773)
C (1.1778, -0.0266, -0.4276)
N (0.7651, -0.2638, 2.1614)
N (-2.0451, -0.3625, 0.2011)
S (0.3186, -1.1614, 0.7898)
H (-3.4382, -1.7872, 1.1735)
H (-0.0532, 0.0068, 2.8146)
H (-0.7765, 0.6857, -0.8973)
H (0.5745, 1.0363, -2.1515)
H (-0.1395, -0.5789, -2.0724)
H (1.5077, 0.8849, 0.1694)
H (1.9757, -0.5501, -0.7993)
H (1.4549, -0.7541, 2.7979)



No. 18
Computed, not measured: the molecule C3H8N2S2 at a distorted geometry, with wB97M-V/def2-TZVPD.

Summary:
E_tot, eV: -27891.5180
Total charge: 0
SMILES string: NC(=S)[C@H](N)CS
LUMO energy, eV: 0.6

Element x y z (Å)
N (1.5879, 0.8751, -0.8361)
C (0.3432, 0.9423, -0.3851)
S (-0.8827, 1.6528, -1.2357)
C (0.0927, 0.3808, 1.0361)
N (1.2431, -0.1639, 1.7000)
C (-1.0019, -0.6869, 0.9373)
S (-0.3530, -2.1473, 0.0399)
H (2.2660, 0.3735, -0.3286)
H (1.8445, 1.3592, -1.6869)
H (-0.3828, 1.1669, 1.6296)
H (1.9813, 0.5062, 1.7187)
H (1.5817, -0.9185, 1.1452)
H (-1.3064, -1.0792, 1.8947)
H (-1.8434, -0.3121, 0.3957)
H (-0.7898, -1.9801, -1.2131)